The ion C4H9N2O2 with charge +1 at a distorted geometry. Source: the OMol25 dataset; level of theory: the ωB97M-V functional and the def2-TZVPD basis.

CARTESIAN COORDINATES (ANGSTROEM)
C 0.93 0.56 1.42
C 0.81 -0.01 0.04
N 2.32 -0.31 -0.77
O 3.21 0.39 -0.49
N 0.12 -1.33 -0.28
C -0.98 -0.63 -1.08
C -0.24 0.72 -0.87
O -1.09 1.65 -0.33
H -0.12 0.58 1.81
H 1.14 1.64 1.27
H 1.61 0.19 2.09
H -0.08 -2.12 0.40
H 0.96 -1.69 -0.91
H -1.86 -0.56 -0.40
H -1.06 -1.07 -2.05
H 0.29 1.11 -1.83
H -0.75 2.63 -0.38

Summary:
frontier orbital gap = 8.87 eV
energy = -11358.07560 eV
total charge = +1


A cluster of 4 separate species, C17H28FIN3O5PS in total at a distorted geometry. Source: the OMol25 dataset; level of theory: the ωB97M-V functional and the def2-TZVPD basis.

CARTESIAN COORDINATES (ANGSTROEM)
C -1.49 2.80 0.06
C -2.06 1.59 -0.07
C -1.43 0.38 -0.75
C -0.49 -0.52 0.03
P -0.93 -1.00 1.82
O -0.58 -2.58 1.75
I -3.37 -0.98 1.91
O 0.86 0.00 0.14
S 1.98 -1.07 -0.20
O 2.72 -1.41 0.96
O 2.68 -0.68 -1.37
O 1.00 -2.29 -0.57
C -0.30 -1.81 -0.79
F -0.36 -1.53 -2.15
H -2.03 3.67 -0.29
H -0.54 2.99 0.55
H -3.08 1.45 0.30
H -2.21 -0.22 -1.22
H -0.83 0.79 -1.56
H -0.16 -2.84 2.59
H -1.08 -2.55 -0.62
C 4.48 3.92 -2.66
C 3.78 2.65 -2.19
C 2.42 2.43 -2.85
C 1.45 3.47 -2.50
N 0.69 4.28 -2.22
H 3.90 4.81 -2.40
H 5.46 4.01 -2.20
H 4.62 3.91 -3.74
H 3.66 2.68 -1.10
H 4.41 1.78 -2.41
H 2.01 1.47 -2.54
H 2.53 2.40 -3.94
C -5.69 0.91 -1.79
C -4.93 0.68 -3.08
C -4.87 -0.81 -3.47
C -4.12 -1.59 -2.49
N -3.54 -2.21 -1.71
H -5.20 0.42 -0.94
H -5.75 1.98 -1.56
H -6.71 0.53 -1.86
H -3.91 1.07 -2.99
H -5.40 1.22 -3.89
H -4.39 -0.92 -4.44
H -5.87 -1.22 -3.57
C 3.68 -3.38 5.94
C 3.39 -2.38 4.83
C 1.94 -1.86 4.87
C 0.97 -2.93 4.60
N 0.21 -3.76 4.38
H 3.07 -4.28 5.83
H 4.73 -3.69 5.90
H 3.49 -2.96 6.92
H 3.59 -2.82 3.86
H 4.05 -1.52 4.94
H 1.81 -1.08 4.11
H 1.72 -1.41 5.83

Summary:
frontier orbital gap = 8.74 eV
energy = -63730.99650 eV


A structure of composition C11H14BF3N6Pt at a distorted geometry. Source: the OMol25 dataset; level of theory: the ωB97M-V functional and the def2-TZVPD basis.

CARTESIAN COORDINATES (ANGSTROEM)
C 2.76 -0.35 0.89
N 1.55 -0.23 0.31
N 1.71 -0.13 -1.05
C 3.03 -0.12 -1.32
C 3.72 -0.26 -0.12
B 0.49 0.03 -2.01
N -0.49 -1.13 -1.67
N -0.89 -1.38 -0.37
C -1.76 -2.40 -0.37
C -1.93 -2.82 -1.69
C -1.11 -2.02 -2.47
Pt -0.31 -0.31 1.27
N -0.21 1.32 -1.46
N -0.56 1.41 -0.14
C -1.12 2.60 0.10
C -1.10 3.32 -1.11
C -0.53 2.50 -2.06
H -1.48 2.88 1.08
H -0.31 2.63 -3.11
H -1.47 4.32 -1.25
H 0.79 0.11 -3.16
H -0.92 -1.99 -3.53
H 3.37 -0.03 -2.34
H -2.57 -3.61 -2.03
H 4.78 -0.29 0.01
H -2.21 -2.76 0.55
H 2.88 -0.47 1.96
H -2.28 -0.42 2.13
C -1.69 -1.17 2.68
H -2.24 -2.10 2.55
H -0.60 -1.49 2.38
H -1.63 -0.84 3.72
F 1.24 1.98 2.04
C 0.44 1.04 2.63
F 1.20 0.44 3.62
F -0.55 1.74 3.30

Summary:
frontier orbital gap (spin up / spin down) = 9.01 / 3.29 eV
energy = -32630.96576 eV
⟨S²⟩ = 2.018
multiplicity = 3
total charge = +2


An isolated molecule of C4H9OPS at a distorted geometry. Source: the OMol25 dataset; level of theory: the ωB97M-V functional and the def2-TZVPD basis.

CARTESIAN COORDINATES (ANGSTROEM)
C -0.20 -1.22 0.06
C 0.51 -0.46 -1.15
C 0.20 -0.55 1.39
C 0.07 0.99 -1.26
O -0.26 2.10 1.68
P -1.03 0.85 1.91
S 1.22 2.12 -0.57
H -1.32 -1.31 0.01
H 0.21 -2.19 0.11
H 1.57 -0.38 -1.05
H 0.27 -1.14 -1.95
H 0.23 -1.43 2.12
H 1.20 -0.15 1.34
H 0.16 0.93 -2.29
H -0.87 1.25 -1.01
H -1.96 0.61 0.65

Summary:
frontier orbital gap (spin up / spin down) = 6.98 / 7.29 eV
energy = -26461.75845 eV


A structure of composition C30H45BrHgN2P2S at a distorted geometry. Source: the OMol25 dataset; level of theory: the ωB97M-V functional and the def2-TZVPD basis.

CARTESIAN COORDINATES (ANGSTROEM)
N -6.92 5.18 -4.99
C -6.62 5.69 -3.79
C -5.67 5.10 -2.93
C -4.89 4.00 -3.39
C -5.26 3.46 -4.66
C -6.24 4.11 -5.41
C -3.84 3.38 -2.61
Hg 1.01 -0.67 -0.63
P 4.50 -0.65 0.14
C -2.98 2.41 -3.05
C -1.94 2.10 -2.16
C -0.65 1.76 -2.58
C 0.46 2.10 -1.77
C 0.23 2.69 -0.52
C -1.09 2.82 0.01
C -2.14 2.37 -0.76
Br 1.71 2.77 0.61
H -3.77 3.77 -1.59
H -3.03 1.95 -4.03
H -5.57 5.46 -1.91
H -4.83 2.52 -5.03
H -7.15 6.60 -3.50
H -6.48 3.73 -6.41
H -0.44 1.29 -3.54
H -3.15 2.29 -0.32
H 1.52 2.10 -2.08
H -1.21 3.13 1.09
P -0.47 -2.44 -0.19
C 4.32 1.15 0.22
C 5.62 1.94 0.10
H 3.83 1.35 1.20
H 3.67 1.40 -0.65
H 5.48 2.98 0.41
H 6.39 1.50 0.73
H 5.94 1.93 -0.94
C 4.00 -1.23 -1.50
C 5.12 -2.13 -2.07
H 3.82 -0.34 -2.14
H 3.08 -1.84 -1.38
H 4.94 -2.34 -3.12
H 6.10 -1.64 -1.97
H 5.16 -3.09 -1.54
C 3.69 -1.51 1.50
C 4.73 -1.83 2.58
H 3.28 -2.46 1.09
H 2.89 -0.86 1.89
H 4.35 -2.56 3.29
H 5.64 -2.26 2.15
H 5.04 -0.96 3.15
C -0.49 -3.14 1.45
C -1.36 -4.40 1.52
H -0.81 -2.33 2.14
H 0.56 -3.37 1.67
H -2.40 -4.13 1.76
H -1.36 -4.97 0.57
H -0.94 -5.05 2.30
C 0.38 -3.37 -1.48
C 0.15 -2.77 -2.89
H 0.05 -4.42 -1.36
H 1.46 -3.30 -1.22
H -0.88 -3.00 -3.23
H 0.27 -1.66 -2.93
H 0.89 -3.21 -3.58
C -2.05 -1.69 -0.75
C -3.12 -1.51 0.36
H -2.36 -2.35 -1.59
H -1.79 -0.68 -1.16
H -3.92 -0.83 -0.03
H -3.59 -2.49 0.63
H -2.69 -1.03 1.28
S -1.32 0.39 3.29
C -0.50 -0.17 4.65
N -0.78 -1.38 5.29
C -0.13 -1.78 6.43
C 0.83 -0.97 7.01
C 1.16 0.26 6.40
C 0.53 0.62 5.23
H -1.54 -1.94 4.92
H -0.41 -2.75 6.83
H 1.32 -1.27 7.92
H 1.89 0.95 6.85
H 0.77 1.53 4.69

Summary:
frontier orbital gap (spin up / spin down) = 4.03 / 4.29 eV
energy = -138431.89054 eV
total charge = +2


A structure of composition C26H48N2O2OsP2 at a distorted geometry. Source: the OMol25 dataset; level of theory: the ωB97M-V functional and the def2-TZVPD basis.

CARTESIAN COORDINATES (ANGSTROEM)
Os 0.08 -0.05 -0.14
C 1.96 -0.20 -0.42
O 3.12 -0.31 -0.58
C -1.69 0.25 0.49
O -2.77 0.43 0.92
P 0.06 2.13 -1.04
C -0.31 2.13 -2.88
H -0.29 3.19 -3.18
C -1.26 3.33 -0.46
H -2.18 2.72 -0.54
C 1.71 3.00 -1.03
H 2.37 2.29 -1.57
C 1.50 -3.25 0.98
P 0.00 -2.33 0.36
H -0.72 -3.92 -1.32
H 2.23 -3.13 0.16
C -1.48 -3.28 1.05
H -1.19 -4.34 0.93
C -1.09 3.73 1.00
H -2.00 4.25 1.32
H -0.24 4.41 1.15
H -0.96 2.85 1.65
C -1.48 4.59 -1.32
H -0.65 5.30 -1.24
H -2.38 5.09 -0.92
H -1.67 4.38 -2.37
C 1.76 4.34 -1.78
H 1.33 4.29 -2.79
H 2.81 4.62 -1.90
H 1.27 5.14 -1.22
C 2.28 3.16 0.38
H 3.33 3.48 0.29
H 2.26 2.22 0.94
H 1.75 3.93 0.96
C 0.78 1.40 -3.66
H 1.74 1.93 -3.62
H 0.48 1.33 -4.72
H 0.93 0.38 -3.28
C -1.71 1.59 -3.16
H -1.82 0.56 -2.80
H -1.89 1.60 -4.24
H -2.50 2.20 -2.69
C 1.25 -4.75 1.17
H 0.83 -5.23 0.27
H 0.57 -4.94 2.02
H 2.20 -5.24 1.39
C 2.16 -2.64 2.23
H 1.50 -2.69 3.11
C -0.86 -1.90 -2.15
H 2.47 -1.60 2.06
H 3.07 -3.22 2.45
C 1.22 -3.36 -2.04
H -0.60 -0.87 -1.70
H -0.53 -1.83 -3.19
H -1.95 -2.00 -2.11
C -0.12 -3.00 -1.41
H 1.07 -3.53 -3.12
H 1.65 -4.28 -1.62
H 1.95 -2.55 -1.93
C -2.77 -3.07 0.25
H -3.04 -2.01 0.21
H -3.59 -3.60 0.76
H -2.71 -3.47 -0.77
C -1.72 -3.02 2.54
H -2.02 -1.98 2.72
H -0.85 -3.26 3.17
H -2.55 -3.66 2.87
H -0.12 -1.66 -5.08
H -0.17 -0.95 -5.31
N 0.02 0.41 7.92
C 0.14 0.51 6.76
C 0.27 0.65 5.34
C 0.05 -0.43 4.48
C 0.13 -0.21 3.10
N 0.40 0.98 2.56
C 0.67 2.00 3.39
C 0.61 1.88 4.78
H -0.19 -1.43 4.83
H -0.05 -1.04 2.39
H 0.90 2.97 2.95
H 0.80 2.76 5.40

Summary:
frontier orbital gap (spin up / spin down) = 8.30 / 4.07 eV
energy = -55811.73760 eV
⟨S²⟩ = 6.062
multiplicity = 5
total charge = +4


An isolated molecule of C5H11NO2 at a distorted geometry. Source: the OMol25 dataset; level of theory: the ωB97M-V functional and the def2-TZVPD basis.

CARTESIAN COORDINATES (ANGSTROEM)
N 2.74 -0.68 1.16
C 1.72 -1.55 0.54
C 0.25 -1.29 0.97
C -0.17 0.16 0.97
C 0.03 1.05 -0.24
C -1.18 0.76 -1.00
O -1.85 -0.26 -1.06
O -1.82 1.87 -1.53
H 2.98 0.03 0.51
H 2.39 -0.15 1.89
H 1.93 -2.59 0.70
H 1.87 -1.44 -0.57
H 0.08 -1.76 1.94
H -0.33 -2.03 0.16
H -1.28 -0.01 1.24
H 0.30 0.64 1.81
H 1.01 0.67 -0.87
H 0.05 2.11 0.18
H -2.69 1.63 -1.87

Summary:
frontier orbital gap = 10.08 eV
energy = -10947.34375 eV


A structure of composition C34H38AsCoN4P2S2Se at a distorted geometry. Source: the OMol25 dataset; level of theory: the ωB97M-V functional and the def2-TZVPD basis.

CARTESIAN COORDINATES (ANGSTROEM)
Co 0.01 -0.47 -0.21
N -0.85 1.88 1.27
P 0.72 1.55 0.69
C 1.32 3.11 0.01
C 1.09 4.28 0.73
C 1.59 5.48 0.25
C 2.30 5.51 -0.94
C 2.52 4.34 -1.66
C 2.03 3.13 -1.18
C 1.75 1.27 2.15
C 3.09 1.65 2.12
C 3.89 1.44 3.23
C 3.36 0.85 4.37
C 2.02 0.46 4.40
C 1.22 0.67 3.29
P -1.85 0.51 1.05
C -2.48 0.14 2.71
C -2.49 -1.16 3.22
C -2.96 -1.39 4.50
C -3.42 -0.33 5.27
C -3.43 0.96 4.75
C -2.97 1.20 3.47
C -3.32 1.12 0.21
C -3.39 2.39 -0.37
C -4.59 2.81 -0.93
C -5.69 1.97 -0.94
C -5.61 0.69 -0.39
C -4.43 0.27 0.18
H -0.95 2.42 2.13
H 0.55 4.26 1.67
H 1.42 6.40 0.80
H 2.69 6.45 -1.32
H 3.08 4.37 -2.58
H 2.18 2.21 -1.72
H 3.50 2.12 1.23
H 4.93 1.74 3.21
H 3.98 0.69 5.23
H 1.61 0.01 5.29
H 0.18 0.36 3.32
H -2.13 -1.98 2.61
H -2.97 -2.39 4.90
H -3.77 -0.50 6.28
H -3.81 1.78 5.35
H -3.02 2.20 3.05
H -2.53 3.03 -0.37
H -4.66 3.80 -1.37
H -6.62 2.31 -1.38
H -6.48 0.04 -0.40
H -4.35 -0.72 0.62
C 2.35 -4.70 1.61
As 0.71 -4.10 0.78
C -0.69 -5.26 1.43
C 0.80 -4.37 -1.14
S 0.21 -2.12 1.43
H 2.57 -5.71 1.27
H 2.20 -4.68 2.68
H 3.16 -4.02 1.34
H -0.44 -6.30 1.22
H -1.63 -5.00 0.96
H -0.78 -5.12 2.51
H 0.43 -5.37 -1.36
H 1.83 -4.26 -1.46
H 0.17 -3.63 -1.62
C 2.15 -3.06 -5.70
C 1.99 -1.81 -4.90
C 1.64 -0.60 -5.42
C 1.50 0.49 -4.55
N 1.68 0.35 -3.23
C 2.03 -0.82 -2.73
S 2.27 -1.07 -1.05
N 2.18 -1.89 -3.56
C 1.17 1.85 -5.05
H 2.14 -2.84 -6.76
H 1.33 -3.75 -5.48
H 3.09 -3.57 -5.45
H 1.49 -0.49 -6.48
H 2.47 -2.76 -3.15
H 0.80 1.83 -6.07
H 2.08 2.46 -5.02
H 0.44 2.33 -4.39
Se -1.65 -2.55 -4.00
C -1.16 -1.56 -2.68
N -0.79 -0.86 -1.79

Summary:
frontier orbital gap (spin up / spin down) = 5.81 / 6.41 eV
energy = -245883.07262 eV
total charge = +2


An isolated molecule of C4H9NO. Source: the OMol25 dataset; level of theory: the ωB97M-V functional and the def2-TZVPD basis.

CARTESIAN COORDINATES (ANGSTROEM)
C -1.72 0.52 0.41
C -0.92 -0.31 -0.59
C 0.29 -1.00 0.04
N 1.29 -0.07 0.53
C 2.07 0.63 -0.32
O 2.07 0.49 -1.53
H -2.50 1.11 -0.09
H -2.21 -0.11 1.16
H -1.07 1.23 0.94
H -0.54 0.33 -1.40
H -1.56 -1.07 -1.05
H 0.77 -1.65 -0.70
H -0.02 -1.63 0.89
H 1.31 0.17 1.51
H 2.74 1.35 0.20

Summary:
frontier orbital gap = 10.65 eV
energy = -7831.87830 eV


A cluster of 2 separate species, C2H10N3O in total at a distorted geometry. Source: the OMol25 dataset; level of theory: the ωB97M-V functional and the def2-TZVPD basis.

CARTESIAN COORDINATES (ANGSTROEM)
C -0.74 -1.86 1.01
N -0.09 -0.65 0.51
C 0.36 -0.48 -0.71
N 1.22 0.54 -0.99
N 0.24 -1.42 -1.64
H -1.00 -1.69 2.05
H -0.03 -2.68 1.07
H -1.61 -2.20 0.45
H -0.04 0.13 1.12
H 1.05 1.51 -0.80
H 2.22 0.42 -1.10
H 0.44 -1.17 -2.59
H -0.37 -2.19 -1.41
H -0.11 3.71 1.08
H -1.51 3.82 1.57
O -0.77 3.16 1.53

Summary:
frontier orbital gap = 11.50 eV
energy = -8748.06781 eV
total charge = +1


An isolated molecule of C5H8O2. Source: the OMol25 dataset; level of theory: the ωB97M-V functional and the def2-TZVPD basis.

CARTESIAN COORDINATES (ANGSTROEM)
C 1.08 -0.18 -1.57
C -0.22 0.13 -1.52
O -1.21 -0.38 -0.74
C -0.89 -1.01 0.49
C -0.60 0.02 1.57
O 0.66 0.64 1.28
C 0.59 1.62 0.41
H 1.57 -0.89 -0.91
H 1.70 0.31 -2.31
H -0.64 0.87 -2.19
H -0.06 -1.71 0.38
H -1.78 -1.58 0.76
H -1.38 0.78 1.59
H -0.50 -0.46 2.55
H 1.66 1.84 0.20

Summary:
frontier orbital gap = 9.26 eV
energy = -9405.23183 eV


A structure of composition C3H4O4 at a distorted geometry. Source: the OMol25 dataset; level of theory: the ωB97M-V functional and the def2-TZVPD basis.

CARTESIAN COORDINATES (ANGSTROEM)
C -1.71 0.16 -0.67
C -0.50 0.19 0.16
C 0.98 -0.05 0.12
O -1.29 -0.99 0.14
O -0.22 0.91 1.22
O 1.69 0.90 -0.53
O 1.60 -1.06 0.73
H -2.52 0.71 -0.09
H -1.67 -0.05 -1.74
H 2.70 0.95 -0.30
H 0.93 -1.66 0.98

Summary:
frontier orbital gap = 9.72 eV
energy = -11362.20264 eV